No. 1
Below is a molecular structure, C17H25F6LaN2O5S3, with properties calculated with wB97M-V/def2-TZVPD.

energy above the lowest of the compared OMol25 structures with the same formula, charge and spin: 0.0 kcal per mole
gap between HOMO and LUMO: 0.19901 Ha
LUMO energy: -0.037 eV

Last column: Löwdin charge in e.
Geometry (Å):
La  -0.22  0.17  -0.61  1.7645
C  -3.00  -3.71  -0.77  -0.0928
C  -2.88  -2.20  -0.48  -0.7567
C  -3.64  -1.91  0.82  -0.0948
C  -3.57  -1.44  -1.62  -0.0983
C  -1.42  -1.78  -0.39  -0.4200
H  -4.05  -4.02  -0.86  0.0738
H  -2.54  -4.29  0.03  0.0689
H  -2.48  -3.96  -1.70  0.0741
H  -4.69  -2.22  0.76  0.0754
H  -3.61  -0.85  1.08  0.0694
H  -3.19  -2.46  1.66  0.0630
H  -4.63  -1.70  -1.71  0.0778
H  -3.07  -1.65  -2.56  0.0723
H  -3.52  -0.35  -1.45  0.0581
H  -0.86  -2.55  0.17  -0.0570
N  2.58  0.30  -0.55  -0.0001
C  3.32  0.78  -1.68  -0.3259
C  3.66  -0.10  -2.70  -0.0408
C  4.32  0.38  -3.82  -0.0831
C  4.63  1.73  -3.93  -0.0929
C  4.27  2.60  -2.92  -0.0774
C  3.62  2.13  -1.79  -0.0442
H  2.94  -0.59  -0.20  0.0979
H  2.61  0.96  0.22  0.0760
H  3.41  -1.15  -2.62  0.1128
H  4.59  -0.31  -4.61  0.1054
H  5.14  2.10  -4.81  0.1020
H  4.50  3.65  -2.99  0.1075
H  3.33  2.81  -0.99  0.1151
F  -0.58  3.47  -4.08  0.1810
C  -0.66  2.60  -3.10  -0.6704
F  -1.13  1.43  -3.56  0.1220
F  0.58  2.35  -2.62  0.0884
S  -1.79  3.16  -1.73  0.6055
O  -2.00  1.88  -1.04  -0.4670
O  -2.88  3.77  -2.41  -0.2169
N  -1.00  4.16  -0.84  -0.2777
S  -0.25  3.75  0.50  0.6200
O  0.57  2.56  0.33  -0.4303
O  0.29  4.91  1.11  -0.2384
C  -1.55  3.14  1.71  -0.6428
F  -1.21  3.55  2.93  0.1505
F  -1.58  1.79  1.72  0.0785
F  -2.75  3.60  1.41  0.1581
O  0.68  -0.39  1.65  -0.7108
S  -0.34  -1.13  2.55  0.9605
C  0.28  -0.70  4.22  -0.2929
C  1.05  -1.91  4.78  -0.2249
C  1.53  -2.72  3.58  -0.2315
C  0.33  -2.80  2.64  -0.3180
H  -0.57  -0.40  4.84  0.0883
H  0.92  0.16  4.05  0.0935
H  0.38  -2.52  5.39  0.1132
H  1.86  -1.59  5.42  0.1136
H  1.88  -3.71  3.85  0.1169
H  2.35  -2.20  3.07  0.1120
H  -0.47  -3.43  3.05  0.1077
H  0.51  -3.12  1.62  0.0821


No. 2
Below is 19 unconnected molecules or ions with the total composition C14H47NO18S, with properties calculated with wB97M-V/def2-TZVPD.

gap between HOMO and LUMO: 0.28041 Ha
LUMO energy: -0.078 eV

Last column: Löwdin charge in e.
Geometry (Å):
C  3.86  -2.83  -1.47  0.0153
C  3.86  -1.52  -1.24  -0.1170
C  2.55  -0.80  -1.09  -0.2361
C  1.98  -0.49  0.15  -0.0379
C  0.77  0.18  0.22  0.0077
C  0.07  0.56  -0.94  -0.2681
C  0.66  0.20  -2.15  -0.4373
C  1.87  -0.44  -2.24  -0.0629
S  -0.30  0.62  -3.63  1.0237
C  -1.94  0.26  -3.04  -0.4774
C  -2.91  -0.37  -3.81  -0.0819
C  -4.14  -0.61  -3.21  -0.0949
C  -4.41  -0.21  -1.92  -0.1044
C  -3.44  0.42  -1.15  -0.0256
C  -2.18  0.63  -1.72  -0.2635
N  -1.17  1.24  -0.92  0.1045
H  4.75  -3.35  -1.82  0.0276
H  2.95  -3.41  -1.37  0.0659
H  4.82  -0.99  -1.19  0.1086
H  2.53  -0.82  1.03  0.0867
H  0.30  0.41  1.19  0.1048
H  2.23  -0.67  -3.24  0.1015
H  -2.69  -0.68  -4.82  0.1156
H  -4.93  -1.12  -3.75  0.0912
H  -5.39  -0.39  -1.47  0.1031
H  -3.57  0.74  -0.11  0.0792
H  -1.49  1.44  0.02  0.0976
O  -3.37  -3.19  -1.04  -0.0533
H  -4.03  -3.43  -0.39  0.0315
H  -3.30  -2.23  -0.97  0.0030
O  -0.47  0.62  3.53  -0.0571
H  -0.28  -0.26  3.87  0.0256
H  -1.35  0.82  3.87  0.0316
O  -2.95  1.78  1.51  -0.0579
H  -3.63  1.53  2.15  0.0078
H  -2.89  2.74  1.60  0.0598
O  6.23  -4.24  -3.16  -0.0609
H  6.96  -3.64  -3.36  0.0571
H  5.62  -4.14  -3.90  0.0471
O  -5.68  0.34  1.71  -0.0347
H  -6.28  -0.39  1.88  0.0515
H  -5.52  0.29  0.76  0.0192
O  -0.70  -1.63  5.97  -0.0626
H  -0.82  -2.15  6.77  0.0366
H  -0.03  -0.98  6.21  0.0099
O  3.64  2.45  1.37  -0.0650
H  3.44  1.57  1.02  0.0111
H  2.78  2.86  1.49  0.0221
O  0.41  1.15  7.28  -0.0573
H  0.51  1.67  6.48  0.0395
H  0.30  1.81  7.98  0.0206
O  -1.63  2.67  9.35  -0.0541
H  -1.96  1.77  9.48  0.0403
H  -2.41  3.22  9.41  0.0382
O  2.92  -4.72  -3.61  -0.0615
H  3.12  -5.60  -3.26  0.0475
H  2.04  -4.53  -3.28  0.0400
O  -4.71  3.37  2.88  -0.0492
H  -5.04  2.47  3.02  0.0207
H  -5.51  3.90  2.94  0.0527
O  4.55  0.22  -4.74  -0.0592
H  4.21  -0.67  -4.60  0.0190
H  3.77  0.78  -4.69  0.0314
O  -2.83  3.34  -4.24  -0.0559
H  -2.63  2.47  -3.87  -0.0106
H  -3.70  3.55  -3.88  0.0337
O  2.69  5.00  1.08  -0.0699
H  3.26  4.51  0.48  0.0176
H  3.28  5.58  1.57  0.0411
O  2.05  3.66  -1.75  -0.0474
H  1.73  2.77  -1.59  0.0134
H  1.26  4.21  -1.70  0.0453
O  7.63  -4.67  -0.52  -0.0613
H  8.36  -4.08  -0.71  0.0294
H  7.03  -4.56  -1.27  -0.0117
O  3.71  -0.64  2.75  -0.0571
H  4.62  -0.84  2.51  0.0510
H  3.78  0.14  3.32  0.0461
O  -7.30  -1.44  -4.45  -0.0560
H  -7.32  -2.03  -5.21  0.0393
H  -8.22  -1.19  -4.32  0.0359


No. 3
Below is a molecular structure, C16H48B4Mg2O8S4, with properties calculated with wB97M-V/def2-TZVPD.

energy above the lowest of the compared OMol25 structures with the same formula, charge and spin: 132.3 kcal per mole
gap between HOMO and LUMO: 0.35825 Ha
LUMO energy: 0.277 eV

Last column: Löwdin charge in e.
Geometry (Å):
Mg  -0.04  -1.41  1.98  0.2831
Mg  -0.56  1.27  -1.24  0.5699
B  -0.48  -0.58  0.13  -0.4014
H  -0.73  -0.60  -0.92  -0.0069
H  -1.11  -1.32  0.61  -0.0025
H  0.53  -0.85  0.36  0.0024
H  -0.69  0.39  0.55  0.0081
B  -0.95  -0.59  3.48  -0.3483
H  -1.67  -0.90  2.73  -0.0163
H  -0.21  0.05  3.03  -0.0225
H  -1.42  -0.03  4.27  -0.0070
H  -0.44  -1.47  3.84  -0.0103
B  0.47  -3.29  1.93  -0.3652
H  0.77  -4.33  1.93  -0.0003
H  0.95  -2.79  1.10  -0.0280
H  -0.60  -3.14  1.89  -0.0034
H  0.82  -2.85  2.85  -0.0275
B  1.52  1.87  -0.79  -0.3795
H  1.38  0.93  -1.28  -0.0557
H  2.56  2.05  -0.60  -0.0098
H  1.17  2.60  -1.50  -0.0168
H  0.98  1.84  0.15  -0.0357
C  3.20  -1.15  -4.02  -0.1834
C  3.15  0.01  -5.03  -0.2274
C  1.99  0.98  -4.68  -0.1568
S  0.62  -0.18  -4.17  0.7896
O  -0.19  -0.47  -5.36  -0.3166
O  -0.05  0.27  -2.94  -0.3784
C  1.68  -1.64  -3.85  -0.1581
H  3.60  -0.83  -3.06  0.0993
H  3.85  -1.97  -4.34  0.1124
H  3.05  -0.46  -6.00  0.1150
H  4.13  0.49  -4.98  0.1163
H  1.70  1.74  -5.40  0.1131
H  2.32  1.41  -3.74  0.0962
H  1.42  -2.40  -4.59  0.0995
H  1.52  -2.08  -2.86  0.0992
C  4.58  -2.87  1.22  -0.2087
C  3.98  -2.08  0.02  -0.2062
C  3.88  -0.66  0.53  -0.1979
S  3.29  -0.73  2.27  0.8176
O  1.81  -0.79  2.30  -0.3672
O  4.06  0.28  2.98  -0.3152
C  3.95  -2.45  2.54  -0.1687
H  5.66  -2.76  1.32  0.1098
H  4.51  -3.95  1.06  0.1155
H  2.99  -2.48  -0.18  0.1085
H  4.65  -2.19  -0.83  0.1111
H  3.42  0.10  -0.11  0.0767
H  4.93  -0.39  0.64  0.1049
H  3.10  -3.09  2.79  0.0922
H  4.63  -2.34  3.38  0.1028
C  -5.80  -0.55  -0.44  -0.2203
C  -4.68  -1.30  0.29  -0.1885
C  -3.80  -1.75  -0.93  -0.1386
S  -3.64  -0.16  -1.98  0.8035
O  -3.92  -0.42  -3.38  -0.3063
O  -2.45  0.63  -1.62  -0.3843
C  -5.09  0.63  -1.17  -0.1787
H  -6.63  -0.32  0.21  0.1166
H  -6.25  -1.23  -1.17  0.1127
H  -5.01  -2.17  0.86  0.1199
H  -4.17  -0.70  1.04  0.1147
H  -4.34  -2.49  -1.52  0.0993
H  -2.84  -2.25  -0.78  0.0968
H  -5.71  1.24  -1.83  0.1127
H  -4.54  1.19  -0.42  0.0822
C  -2.21  3.20  3.34  -0.1938
C  -1.03  4.18  3.30  -0.1825
C  -0.34  4.04  1.91  -0.1714
S  -1.71  3.81  0.71  0.8086
O  -1.33  2.64  -0.09  -0.3860
O  -2.21  5.09  0.21  -0.3059
C  -2.94  3.24  2.00  -0.1846
H  -2.95  3.45  4.10  0.1240
H  -1.89  2.16  3.34  0.0987
H  -0.37  4.10  4.17  0.1190
H  -1.36  5.21  3.35  0.1096
H  0.34  3.19  1.86  0.0988
H  0.30  4.80  1.46  0.1097
H  -3.41  2.29  1.76  0.0967
H  -3.65  4.07  2.01  0.0954


No. 4
Below is a molecular structure, C2H5IS2, with properties calculated with wB97M-V/def2-TZVPD.

energy above the lowest of the compared OMol25 structures with the same formula, charge and spin: 18.4 kcal per mole
gap between HOMO and LUMO: 0.30605 Ha
LUMO energy: -0.270 eV

Last column: Löwdin charge in e.
Geometry (Å):
C  -0.56  -0.99  -0.26  -0.1840
C  0.20  0.27  0.15  -1.0636
S  0.07  0.63  2.00  0.6074
S  -0.29  2.00  -0.37  0.0629
I  0.41  2.27  -2.54  0.3949
H  0.05  -1.85  0.15  0.0900
H  -1.48  -0.98  0.14  0.0111
H  -0.73  -1.10  -1.43  0.1167
H  1.32  0.13  -0.06  0.0766
H  1.00  -0.37  2.23  -0.1120


No. 5
Below is a molecular structure, C21H34F2O5Pt, with properties calculated with wB97M-V/def2-TZVPD.

total charge: +2
gap between HOMO and LUMO (spin up / spin down): 0.18160 / 0.18218 Ha
LUMO energy (spin up / spin down): -9.863 / -9.855 eV

Last column: Löwdin charge in e.
Geometry (Å):
Pt  -1.06  0.11  -0.60  1.0485
C  -4.38  0.76  -0.84  -0.1319
C  -4.42  -0.78  -0.69  -0.1401
O  -3.12  -1.26  -0.41  -0.2442
C  -2.85  -2.60  -0.80  -0.1450
C  -1.75  -3.14  0.13  -0.1243
O  -0.72  -2.16  0.28  -0.2474
C  -0.30  -1.91  1.62  -0.1605
C  -1.35  -1.16  2.45  -0.1552
O  -1.68  0.06  1.80  -0.2118
C  -3.00  0.49  2.11  -0.1531
C  -3.38  1.66  1.20  -0.1347
O  -3.28  1.36  -0.18  -0.2094
H  -5.33  1.19  -0.51  0.1434
H  -4.23  1.00  -1.90  0.1365
H  -4.80  -1.23  -1.61  0.1392
H  -5.09  -1.08  0.14  0.1382
H  -2.53  -2.63  -1.85  0.1398
H  -3.75  -3.22  -0.69  0.1454
H  -1.31  -4.04  -0.31  0.1451
H  -2.18  -3.39  1.10  0.1346
H  0.59  -1.27  1.51  0.1056
H  -0.03  -2.85  2.11  0.1505
H  -0.93  -0.95  3.44  0.1480
H  -2.25  -1.78  2.58  0.1310
H  -3.03  0.83  3.16  0.1503
H  -3.70  -0.34  1.99  0.1265
H  -2.68  2.48  1.36  0.1331
H  -4.39  1.99  1.45  0.1473
F  0.44  2.21  -1.94  -0.0011
C  -0.80  2.04  -1.41  -0.3509
F  -0.87  2.90  -0.37  0.0141
H  -1.53  2.36  -2.17  0.1383
C  1.53  1.78  2.28  -0.0419
C  2.74  2.24  1.49  -0.3407
C  2.42  3.48  0.64  -0.0045
C  3.37  1.22  0.59  -0.0206
C  4.74  1.17  0.44  0.0378
C  5.34  0.40  -0.55  0.1039
C  4.54  -0.34  -1.44  0.0410
C  3.17  -0.37  -1.33  -0.0320
C  2.37  -1.25  -2.26  -0.3406
C  1.13  -0.62  -2.88  -0.0319
C  2.06  -2.58  -1.58  -0.0146
C  2.52  0.37  -0.25  -0.1731
O  1.30  0.27  0.00  0.0628
H  1.26  2.55  3.00  0.1038
H  1.75  0.86  2.82  0.0938
H  0.67  1.63  1.63  0.0575
H  3.52  2.54  2.21  0.1521
H  1.74  3.23  -0.16  0.0651
H  3.33  3.90  0.21  0.0965
H  1.95  4.24  1.26  0.1056
H  5.38  1.74  1.10  0.1441
H  6.41  0.37  -0.65  0.1492
H  5.03  -0.90  -2.22  0.1426
H  3.04  -1.47  -3.10  0.1485
H  0.28  -0.59  -2.15  0.0333
H  0.80  -1.22  -3.73  0.1048
H  1.34  0.39  -3.24  0.0894
H  1.39  -2.43  -0.73  0.0636
H  2.97  -3.06  -1.23  0.0965
H  1.57  -3.25  -2.29  0.1024


No. 6
Below is 2 unconnected molecules or ions with the total composition C3H7NP, with properties calculated with wB97M-V/def2-TZVPD.

energy above the lowest of the compared OMol25 structures with the same formula, charge and spin: 37.2 kcal per mole
total charge: +1
gap between HOMO and LUMO: 0.25655 Ha
LUMO energy: -5.704 eV

Last column: Löwdin charge in e.
Geometry (Å):
C  1.45  0.46  0.35  -0.5915
C  1.23  1.75  0.28  -0.0485
C  -1.17  -0.75  0.30  0.1506
N  -1.64  -0.59  -0.88  0.2394
P  2.07  -0.97  1.02  0.8543
H  2.13  2.39  -0.09  0.1222
H  0.32  2.24  0.18  0.0401
H  -0.13  -0.72  0.31  -0.0807
H  -1.79  -0.86  1.21  0.1574
H  -2.59  -0.64  -1.14  0.1362
H  -1.12  -0.46  -1.68  0.1250
H  1.24  -1.85  0.14  -0.1045